Record 1
This record from the OMol25 dataset describes 3 unconnected molecules or ions with the total composition C2H10NO3 at a distorted geometry. The level of theory is the ωB97M-V functional and the def2-TZVPD basis.

Structure (XYZ):
```
16
Properties=species:S:1:pos:R:3:forces:R:3
O 2.357 -0.576 0.801 -0.3927 0.5051 1.1887
C 1.555 -0.302 1.666 0.8526 -0.6273 0.0731
C 0.077 -0.080 1.162 1.6156 2.3060 2.1322
N 0.175 0.416 -0.245 1.1603 0.0368 -1.1973
H 1.902 -0.203 2.823 -1.2083 -0.2262 -2.4003
H -0.335 0.709 1.842 0.0875 -0.3209 -0.9601
H -0.520 -0.927 1.367 -0.6519 -1.1326 -0.5992
H -0.531 1.129 -0.494 -0.8977 -1.2234 -0.1515
H 0.419 -0.363 -1.003 -0.9734 1.0374 1.5697
H 0.994 1.046 -0.296 0.1979 -0.7366 0.2529
H 0.958 -2.883 -1.767 0.0023 -0.1001 0.0846
H 1.367 -1.711 -2.665 0.3893 -0.0304 -0.6034
O 0.881 -1.933 -1.879 -0.4671 0.5238 0.5371
H -3.467 1.854 -1.126 -1.8557 0.7727 -1.6283
H -2.984 2.174 0.293 -0.5902 0.7484 0.6414
O -2.849 1.650 -0.478 2.7316 -1.5325 1.0604
```
Forces are in eV/Å.

Calculated values
E_HOMO (eV): -14.494
F_max (eV/Å): 3.532
Total charge: +1
Energy (Eh): -362.40236
Energy relative to the best compared isomer or geometry (same formula, charge and spin) (kJ/mol): 111.5

Here are the Mulliken charges for atoms 1 to 6, given in e:
1. O -0.400
2. C 0.100
3. C -0.490
4. N -0.237
5. H 0.324
6. H 0.324

***

Record 2
This record from the OMol25 dataset describes 2 unconnected molecules or ions with the total composition C10H12ClFNO at a distorted geometry. The level of theory is the ωB97M-V functional and the def2-TZVPD basis.

Structure (XYZ):
```
26
Properties=species:S:1:pos:R:3:forces:R:3
C 3.897 -1.269 -0.310 -0.3051 -0.7768 1.3378
C 2.753 -2.136 -0.323 1.2777 -1.4250 0.5866
C 3.783 0.072 0.071 -0.0058 0.6276 -1.7850
C 1.464 -0.241 -0.048 -2.2327 1.8369 0.3893
C 1.490 -1.602 -0.148 0.1085 0.6968 -1.0861
C 2.525 0.649 0.022 -1.4338 -1.1646 1.3955
C -2.303 0.158 -0.979 1.2983 -2.5732 1.1819
C -2.021 1.533 -1.399 0.3674 2.4770 -0.5365
C -0.724 1.157 0.499 1.4764 -2.2043 1.2566
C -2.747 -0.037 1.498 -2.7213 3.4602 0.4142
N -1.760 0.003 0.444 1.4770 -1.6780 -0.5293
O -0.985 1.971 -0.464 -0.6891 1.3461 -0.8640
F 0.299 -2.324 -0.293 1.2635 0.6753 0.6005
Cl 2.171 2.312 0.446 0.5993 -0.3104 -0.3412
H 4.925 -1.667 -0.386 -0.8926 -0.0625 -0.0003
H 2.871 -3.260 -0.248 0.0119 1.4549 -0.7045
H 4.608 0.769 0.171 0.3278 -0.4608 0.0697
H -3.301 -0.120 -0.889 -1.9207 -0.1433 -0.2401
H -1.795 -0.671 -1.466 0.1292 0.4773 -0.8036
H -1.550 1.672 -2.408 -0.7766 -0.3880 0.8537
H -2.914 2.240 -1.276 1.3475 -0.9829 -0.2172
H -0.330 1.606 1.466 -0.8846 -0.9871 -1.1881
H -2.237 0.022 2.397 1.1676 0.3857 1.8815
H -3.346 0.926 1.381 0.5901 -1.1519 0.4347
H -3.479 -0.813 1.707 0.3181 -0.7888 -1.4124
H -1.292 -0.951 0.536 0.1019 1.6599 -0.6937
```
Forces are in eV/Å.

Calculated values
E_HOMO (alpha / beta) (eV): -12.148 / -12.353
F_max (eV/Å): 4.422
Total charge: +1
Energy (Eh): -1077.85662
Energy relative to the best compared isomer or geometry (same formula, charge and spin) (kJ/mol): 426.3

Here are the Mulliken charges for atoms 1 to 6, given in e:
1. C -0.502
2. C -0.332
3. C -0.421
4. C 0.293
5. C 0.231
6. C 0.208

***

Record 3
This record from the OMol25 dataset describes 2 unconnected molecules or ions with the total composition C5H14S at a distorted geometry. The level of theory is the ωB97M-V functional and the def2-TZVPD basis.

Structure (XYZ):
```
20
Properties=species:S:1:pos:R:3:forces:R:3
C 0.202 1.554 0.975 -1.7377 1.4353 -1.7304
C 1.077 1.506 -0.298 -1.9762 -4.8206 -0.0238
S -0.151 1.229 -1.750 1.7452 2.0999 -1.4206
C -1.564 0.464 -1.103 -0.7390 -2.6047 0.0109
H 0.716 1.542 1.926 0.5448 0.9219 0.0728
H -0.491 0.665 1.138 0.4725 1.4311 -0.7873
H -0.368 2.651 0.601 0.9222 -3.1412 2.2617
H 1.727 2.348 -0.205 0.4440 0.4776 -1.2214
H 1.493 0.465 -0.608 0.7162 2.0344 1.7984
H -2.322 0.451 -1.905 0.5135 -0.0493 0.0935
H -1.443 -0.618 -0.733 -0.0450 1.5287 -0.4592
H -1.964 1.074 -0.358 -0.8706 0.6714 1.4217
C 0.926 -2.281 2.041 -1.9886 1.0220 -1.7166
C -0.126 -3.225 1.369 -0.9727 -0.1628 0.5410
H 1.868 -2.744 2.066 1.4824 -0.0424 0.0358
H 0.857 -1.261 1.512 0.8707 -1.5962 0.6024
H 0.575 -2.069 3.035 0.0586 -0.0453 0.5592
H -0.667 -3.766 2.228 0.4292 0.7101 -1.6577
H 0.135 -3.991 0.580 0.4873 0.8824 1.0955
H -0.783 -2.520 0.822 -0.3568 -0.7523 0.5243
```
Forces are in eV/Å.

Calculated values
E_HOMO (eV): -8.290
F_max (eV/Å): 5.210
SMILES: CCSC.CC
Energy (Eh): -596.97904
Energy relative to the best compared isomer or geometry (same formula, charge and spin) (kJ/mol): 258.0

Here are the Mulliken charges for atoms 1 to 6, given in e:
1. C -1.095
2. C -0.357
3. S -0.113
4. C -0.660
5. H 0.384
6. H 0.209

***

Record 4
This record from the OMol25 dataset describes a molecular structure, C3H2O2Tb at a distorted geometry. The level of theory is the ωB97M-V functional and the def2-TZVPD basis.

Structure (XYZ):
```
8
Properties=species:S:1:pos:R:3:forces:R:3
O 0.382 -1.142 -1.119 -1.7037 1.2496 1.2765
C 0.158 -0.947 0.176 1.2764 -1.5105 -0.4904
C 0.474 0.261 0.781 -2.5525 -0.3420 -0.1377
O 0.073 1.243 -0.151 -0.1226 2.9454 -0.4172
C -1.308 1.128 0.065 2.7358 -1.0633 0.4586
Tb -0.374 0.691 -2.376 0.2360 -1.0543 0.1832
H -0.137 -1.786 0.824 0.5268 -0.1125 -0.4819
H 0.733 0.553 1.799 -0.3961 -0.1124 -0.3912
```
Forces are in eV/Å.

Calculated values
E_HOMO (alpha / beta) (eV): -12.477 / -13.119
F_max (eV/Å): 2.977
2S+1: 7
Total charge: +1
Energy (Eh): -1089.87299
Energy relative to the best compared isomer or geometry (same formula, charge and spin) (kJ/mol): 368.8

Here are the Mulliken charges for atoms 1 to 6, given in e:
1. O -0.652
2. C 0.255
3. C -0.352
4. O -0.366
5. C -0.142
6. Tb 1.524

***

Record 5
This record from the OMol25 dataset describes a single C4H8O2 molecule at a distorted geometry. The level of theory is the ωB97M-V functional and the def2-TZVPD basis.

Structure (XYZ):
```
14
Properties=species:S:1:pos:R:3:forces:R:3
C 0.688 -1.276 0.893 -0.4739 0.1340 -0.7169
C -0.201 -0.213 0.268 0.3305 -1.0425 0.0712
C 0.320 1.184 0.324 0.5222 -0.0898 -0.8474
O 1.397 1.349 -0.598 -0.4033 -0.2450 -1.3737
C -1.618 -0.474 0.065 -0.5224 1.0104 0.6488
O -0.743 -0.620 -1.001 0.5986 0.2824 -0.9560
H 0.251 -2.270 0.733 0.2353 0.2515 -0.0453
H 1.699 -1.219 0.477 -0.1936 -0.0836 -0.0010
H 0.740 -1.094 1.945 0.1589 0.0428 0.8537
H -0.445 1.906 0.054 -0.3161 0.1499 0.4493
H 0.744 1.325 1.317 -0.1498 0.4450 0.0202
H 1.025 1.203 -1.517 0.5978 0.1642 1.6196
H -2.328 0.341 0.018 0.0178 0.3119 -0.1457
H -2.053 -1.346 0.458 -0.4020 -1.3312 0.4233
```
Forces are in eV/Å.

Calculated values
E_HOMO (eV): -10.187
F_max (eV/Å): 1.734
SMILES: C[C@]1(CO)CO1
Energy (Eh): -307.63738
Energy relative to the best compared isomer or geometry (same formula, charge and spin) (kJ/mol): 197.0

Here are the Mulliken charges for atoms 1 to 6, given in e:
1. C -1.442
2. C 1.313
3. C -0.720
4. O -0.527
5. C -0.705
6. O -0.469

***

Record 6
This record from the OMol25 dataset describes 2 unconnected molecules or ions with the total composition C5H12NO at a distorted geometry. The level of theory is the ωB97M-V functional and the def2-TZVPD basis.

Structure (XYZ):
```
19
Properties=species:S:1:pos:R:3:forces:R:3
C 0.280 -0.594 2.177 -0.8331 0.5852 0.6289
C 1.223 -0.281 1.012 -0.7301 -0.3831 -0.0241
C 0.748 -0.864 -0.293 -0.4684 0.4657 -0.8298
C 0.246 -2.073 -0.505 -0.5330 -1.4580 1.2315
C 0.000 1.075 -1.714 0.6277 -0.7495 0.1002
N 0.781 -0.021 -1.442 0.4835 -0.5864 0.5958
H -0.761 -0.837 1.946 0.1895 -0.0280 -0.7108
H 0.609 -1.421 2.787 0.3437 -0.2245 0.1898
H 0.154 0.279 2.825 0.4163 -0.0547 0.1540
H 1.288 0.792 0.839 0.2101 0.0138 0.1634
H 2.188 -0.673 1.311 0.4495 0.1661 -0.2938
H 0.372 -2.882 0.209 0.1230 0.2942 0.5230
H -0.537 -2.386 -1.187 0.6584 0.5887 -0.9905
H 0.151 1.452 -2.703 -0.2470 0.5556 -0.1665
H -0.617 1.484 -0.934 0.1610 0.1192 -0.2154
H 1.312 -0.503 -2.147 -0.4477 0.4663 -0.5429
H -2.397 3.089 -1.268 -0.2033 -0.5773 0.2985
H -2.788 1.784 -0.454 -0.2487 0.0536 -0.4166
O -2.251 2.578 -0.457 0.0486 0.7532 0.3053
```
Forces are in eV/Å.

Calculated values
E_HOMO (alpha / beta) (eV): -5.917 / -9.025
F_max (eV/Å): 1.982
2S+1: 2
Energy (Eh): -327.58489
Energy relative to the best compared isomer or geometry (same formula, charge and spin) (kJ/mol): 110.8

Here are the Mulliken charges for atoms 1 to 6, given in e:
1. C -1.239
2. C -0.331
3. C 0.090
4. C -0.822
5. C -0.836
6. N -0.145

***

Record 7
This record from the OMol25 dataset describes a molecular structure, C3H3GaO3 at a distorted geometry. The level of theory is the ωB97M-V functional and the def2-TZVPD basis.

Structure (XYZ):
```
10
Properties=species:S:1:pos:R:3:forces:R:3
O -0.324 1.605 1.362 0.3168 -1.1309 -0.2120
O 1.368 -0.058 -0.832 0.7319 0.3952 0.5752
C 0.696 -0.759 -0.011 -1.8406 -2.4529 -4.4931
O -0.197 -1.528 -0.488 0.7753 1.5304 3.0738
C -1.043 -0.640 0.720 -3.0872 -2.6948 0.3121
H -1.310 -1.463 1.407 0.6193 -0.0211 -0.5645
C -0.885 0.554 1.608 2.6283 2.0800 0.8153
H -1.117 0.330 2.669 -1.1569 0.1177 -0.3106
H -1.951 -0.457 0.125 0.1941 0.1505 -0.2665
Ga 1.968 0.881 0.624 0.8190 2.0260 1.0703
```
Forces are in eV/Å.

Calculated values
E_HOMO (alpha / beta) (eV): -21.465 / -21.338
F_max (eV/Å): 5.440
Total charge: +2
Energy (Eh): -2265.61964
Energy relative to the best compared isomer or geometry (same formula, charge and spin) (kJ/mol): 286.8

Here are the Mulliken charges for atoms 1 to 6, given in e:
1. O -0.391
2. O -0.131
3. C 0.480
4. O -0.070
5. C -0.235
6. H 0.416

***

Record 8
This record from the OMol25 dataset describes 4 unconnected molecules or ions with the total composition C22H32BrN4P at a distorted geometry. The level of theory is the ωB97M-V functional and the def2-TZVPD basis.

Structure (XYZ):
```
60
Properties=species:S:1:pos:R:3:forces:R:3
C 1.730 -1.759 -0.433 1.2503 -0.3211 -0.8430
C 3.229 -1.654 -1.164 -1.7544 -0.0874 -0.4807
C 3.176 -0.377 -2.218 0.9688 -0.8634 0.0740
C 2.690 1.037 -1.522 1.8962 0.7730 0.9577
P 1.036 1.728 -2.159 -0.4865 -0.5980 -1.2594
Br 1.478 3.948 -2.650 -0.1668 -0.8533 0.7903
N -0.243 1.804 -0.945 0.4238 0.2024 0.1074
C -1.112 0.584 -0.849 -1.5205 -0.5834 0.7666
C -1.699 -0.030 -2.234 -1.2016 -1.4369 0.5489
C -2.101 -1.625 -1.934 -0.8355 0.1372 -0.0388
H 1.804 -1.153 0.565 -0.6998 -1.2179 -1.9052
H 1.460 -2.895 -0.282 0.4996 2.3630 0.0766
H 0.976 -1.334 -1.221 1.2239 -0.6389 1.7742
H 3.322 -2.647 -1.803 0.2672 2.1208 1.3489
H 4.061 -1.566 -0.346 -1.4708 -0.1440 -1.7750
H 2.521 -0.693 -3.158 1.1676 0.8346 2.1011
H 4.295 -0.266 -2.619 -2.5163 0.0668 0.7706
H 3.525 1.838 -1.817 -1.9346 -1.5755 0.6985
H 2.677 1.002 -0.353 0.1823 -0.1727 -2.0586
H -0.766 2.705 -0.916 0.7768 -1.1803 -0.1174
H -0.627 -0.287 -0.192 -0.7285 2.0574 -1.5923
H -2.068 0.914 -0.210 2.1278 -0.7062 -1.3550
H -1.010 0.005 -3.171 -1.0954 0.1772 1.9187
H -2.726 0.508 -2.458 2.2392 -0.9098 0.1686
H -2.482 -2.174 -2.918 1.1071 1.2588 2.1989
H -3.021 -1.678 -1.182 2.0005 0.2624 -1.3846
H -1.219 -2.229 -1.437 -1.6449 1.2575 -1.1135
C 1.727 2.587 3.602 -0.0494 -0.0617 -0.0522
C 2.612 2.997 4.592 -0.1423 -0.0702 -0.1964
C 3.831 3.530 4.203 0.3099 0.1151 -0.8728
N 4.212 3.670 2.914 -0.8698 -0.3873 0.2363
C 3.332 3.261 1.975 0.6937 0.3158 0.5625
C 2.090 2.721 2.265 -0.0060 -0.0301 0.2804
H 0.762 2.166 3.868 0.1774 0.1002 0.0522
H 2.360 2.905 5.643 -0.0119 0.0215 -0.1062
H 4.555 3.867 4.939 -0.0660 -0.0335 -0.0212
H 3.662 3.383 0.947 -0.0628 -0.0051 0.0399
H 1.422 2.411 1.470 0.0145 0.0279 -0.0085
C -1.728 -5.123 -6.704 0.0065 0.0117 0.0029
C -2.706 -5.504 -5.792 0.1915 0.1048 -0.1517
C -3.017 -4.633 -4.761 0.3386 0.8226 0.2038
N -2.422 -3.433 -4.586 0.2098 -0.8679 -1.1359
C -1.475 -3.090 -5.486 -0.6115 -0.1196 0.6748
C -1.098 -3.892 -6.552 -0.1405 -0.2442 0.0023
H -1.458 -5.779 -7.527 -0.0322 0.0781 0.0969
H -3.215 -6.458 -5.883 0.0347 0.0978 0.0268
H -3.776 -4.884 -4.025 0.0455 -0.0166 -0.0624
H -1.010 -2.122 -5.323 -0.0092 -0.0543 -0.0311
H -0.332 -3.565 -7.246 -0.0719 -0.0090 0.0819
C -3.528 1.476 6.390 0.0026 0.0006 -0.0101
C -2.642 1.886 7.381 -0.1527 -0.0628 -0.2221
C -1.423 2.419 6.991 0.3588 0.1420 -0.8418
N -1.042 2.559 5.703 -0.9195 -0.4417 0.2668
C -1.923 2.151 4.763 0.6514 0.3054 0.5994
C -3.165 1.610 5.054 -0.0490 -0.0137 0.2686
H -4.493 1.055 6.657 0.1144 0.0489 -0.0324
H -2.894 1.794 8.431 0.0439 0.0206 -0.0956
H -0.699 2.756 7.727 -0.0771 -0.0377 -0.0230
H -1.592 2.272 3.736 -0.0763 -0.0133 0.0308
H -3.833 1.300 4.258 0.0795 0.0337 0.0596
```
Forces are in eV/Å.

Calculated values
E_HOMO (eV): -7.894
F_max (eV/Å): 2.765
SMILES: CCCCP(Br)NCCC.c1ccncc1.c1ccncc1.c1ccncc1
Energy (Eh): -3991.75192

Here are the Mulliken charges for atoms 1 to 6, given in e:
1. C -0.276
2. C -0.618
3. C -0.488
4. C -0.470
5. P 0.242
6. Br -0.350

***

Which of these has the highest energy?
C4H8O2